The following is a DFT calculation (ωB97M-V/def2-TZVPD) of a structure of composition CH38ClNi2O22 in a non-equilibrium geometry.

Each line ends with the Mulliken spin population.
Geometry (Å):
Ni: 0.371 0.185 -0.550  1.80
Ni: -3.068 -0.623 -2.639  1.72
C: -1.937 1.025 -1.183  -0.02
O: -3.145 0.788 -1.186  0.09
O: -1.226 1.453 -0.258  0.09
O: -1.329 0.192 -1.848  0.17
Cl: 1.743 1.781 -2.109  0.07
O: -3.716 3.510 0.211  0.00
H: -3.715 2.807 -0.439  0.00
H: -3.955 3.079 1.031  0.00
O: 3.800 -2.746 0.321  0.00
H: 3.940 -2.661 1.264  0.00
H: 3.279 -3.544 0.227  0.00
O: 1.614 4.222 -0.147  0.00
H: 0.667 4.198 -0.005  0.00
H: 1.781 3.510 -0.766  0.00
O: 1.422 -1.413 -1.412  0.02
H: 2.091 -1.251 -2.077  -0.01
H: 1.474 -2.354 -1.243  0.00
O: -1.993 -2.770 2.698  0.00
H: -2.878 -3.119 2.799  0.00
H: -2.017 -1.921 3.138  0.00
O: 3.809 0.793 2.722  0.00
H: 4.603 0.469 2.295  0.00
H: 3.972 0.668 3.657  0.00
O: 1.432 -0.926 3.229  0.00
H: 2.249 -0.680 3.663  0.00
H: 1.281 -1.832 3.498  0.00
O: -0.323 3.131 -4.291  0.00
H: 0.412 3.525 -4.761  0.00
H: 0.082 2.498 -3.699  0.00
O: 4.849 0.607 -1.526  0.00
H: 4.042 1.090 -1.704  0.00
H: 4.626 -0.307 -1.704  0.00
O: -2.562 1.758 2.109  0.00
H: -1.986 1.650 1.353  -0.01
H: -2.331 2.616 2.466  0.00
O: -0.013 -4.040 -0.223  0.00
H: 0.395 -4.187 0.630  0.00
H: -0.708 -4.696 -0.273  0.00
O: -4.665 0.128 1.055  0.00
H: -4.187 0.619 1.724  0.00
H: -4.086 0.136 0.292  0.00
O: 0.208 1.634 3.789  0.00
H: -0.670 1.352 4.042  0.00
H: 0.600 0.862 3.381  0.00
O: -1.980 -1.859 -3.867  0.01
H: -2.137 -2.157 -4.764  0.00
H: -1.070 -2.100 -3.690  0.00
O: -3.111 -2.261 -1.259  0.02
H: -3.995 -2.393 -0.917  0.00
H: -2.578 -2.915 -0.806  0.00
O: -1.082 4.169 -0.021  0.00
H: -2.025 4.239 0.128  0.00
H: -0.924 3.230 -0.119  -0.01
O: 3.417 -1.885 -2.878  0.00
H: 3.351 -2.378 -3.696  0.00
H: 4.270 -2.129 -2.519  0.00
O: -0.385 -1.343 0.732  0.03
H: -0.842 -1.403 1.571  0.00
H: -0.491 -2.209 0.338  0.00
O: 1.623 0.717 1.049  0.02
H: 2.171 1.405 1.426  0.00
H: 1.556 0.058 1.740  0.00

Atomic forces in eV per Å
Ni 1.43 1.25 -0.56
Ni 2.42 0.59 1.71
C 1.61 -1.88 3.94
O -5.94 1.52 -0.98
O 0.24 2.68 1.85
O 3.00 -4.30 -6.44
Cl -0.71 -1.29 0.46
O -0.33 0.57 -0.18
H -0.16 -0.24 -0.18
H -0.08 -0.22 0.19
O -0.12 0.11 -0.29
H 0.15 0.12 0.24
H 0.02 -0.32 -0.04
O 0.73 0.07 0.49
H -0.32 0.50 0.06
H 0.11 -0.14 -0.31
O -1.48 0.23 0.63
H 0.80 0.37 -0.47
H -0.01 -0.14 0.33
O 0.49 -0.07 -0.35
H -0.32 -0.09 0.08
H -0.24 0.27 0.43
O -0.37 -0.28 0.23
H 0.29 0.04 -0.37
H 0.26 0.38 0.36
O -0.17 -0.36 0.00
H 0.39 0.26 0.07
H -0.20 -0.27 0.07
O -0.66 -0.07 -0.35
H 0.18 0.15 -0.03
H 0.45 -0.12 0.41
O 0.65 -0.22 0.29
H -0.57 0.33 -0.14
H -0.11 0.08 0.00
O -0.57 -0.46 0.98
H 0.43 0.11 -0.66
H 0.22 0.30 0.18
O -0.12 0.52 -0.26
H 0.17 -0.14 0.39
H -0.10 -0.42 -0.07
O -0.61 -0.84 0.04
H 0.33 0.36 0.26
H 0.19 0.40 -0.13
O 0.12 0.34 0.10
H -0.28 0.01 0.05
H -0.07 -0.14 0.01
O -0.64 -0.03 -0.28
H -0.31 0.00 -0.43
H 0.48 0.30 0.46
O -0.62 0.41 -0.46
H -0.49 0.01 0.37
H 0.54 0.04 -0.05
O 0.49 0.46 0.06
H -0.51 0.04 0.05
H -0.16 -0.20 -0.07
O 0.15 -0.26 -0.33
H 0.02 0.02 -0.39
H 0.31 -0.10 0.25
O 0.16 0.45 -0.27
H -0.25 0.23 0.17
H 0.11 -0.55 -0.29
O -0.85 -0.53 -0.73
H 0.27 0.72 -0.36
H 0.15 -0.54 0.23

## Properties
2S+1: 5
LUMO (alpha / beta), eV: -4.65 / -5.66
E, eV: -141303.3133
HOMO level (alpha / beta), eV: -10.9 / -10.9
Kohn-Sham gap (alpha / beta), eV: 6.275 / 5.265
<S²>: 6.009
Net charge: +1
F_max, eV/Å: 8.308